{
  "formula": "C6H12O",
  "method": "the ωB97M-V functional and the def2-TZVPD basis",
  "species": ["C", "C", "C", "C", "C", "C", "O", "H", "H", "H", "H", "H", "H", "H", "H", "H", "H", "H", "H"],
  "xyz": [[-0.2727, 0.0743, 2.1267], [-1.3956, 0.6919, 0.1732], [-1.0084, -0.1671, -0.8806], [0.1287, 0.3016, -1.7926], [1.4481, 0.0125, -1.0286], [0.9859, -0.9057, 0.0945], [-0.1162, -1.5080, -0.2773], [-0.6631, -0.9405, 2.2104], [0.6213, 0.2002, 2.7538], [-1.0134, 0.8008, 2.4491], [-2.3950, 0.6125, 0.5904], [-0.9253, 1.6667, 0.2648], [-1.8026, -0.7553, -1.3347], [0.1032, -0.2672, -2.7260], [0.0228, 1.3616, -2.0421], [1.9551, 0.9136, -0.6667], [2.1479, -0.5225, -1.6807], [1.6742, -1.4798, 0.7185], [0.5052, -0.0895, 1.0479]],
  "forces_ev_per_a": [[0.0, -0.1, 0.2], [-0.1, 0.0, -0.2], [-0.1, 0.1, 0.0], [-0.1, 0.0, -0.1], [0.0, 0.0, 0.1], [0.1, -0.2, -0.1], [0.1, 0.0, 0.0], [0.0, 0.2, 0.0], [-0.1, 0.0, -0.2], [0.2, -0.1, -0.1], [0.2, -0.1, -0.1], [-0.1, -0.2, 0.0], [0.1, 0.1, 0.0], [0.0, 0.1, 0.1], [0.0, -0.1, 0.1], [-0.1, -0.1, 0.0], [-0.1, 0.1, 0.1], [-0.1, 0.1, -0.1], [0.0, 0.1, 0.0]],
  "nbo_charge": [-0.648, -0.496, -0.027, -0.431, -0.467, 0.066, -0.513, 0.224, 0.200, 0.209, 0.206, 0.192, 0.218, 0.216, 0.216, 0.213, 0.231, 0.204, 0.187],
  "mol_weight_g_mol": 100.161,
  "charge": 0,
  "e_above_lowest_kj_mol": 541.4,
  "total_energy_ha": -310.853063,
  "homo_ev": [-7.3, -7.3],
  "homo_lumo_gap_ev": [7.51, 7.51]
}